Entry 1:
The following is a quantum chemistry calculation of an isolated molecule of CH3F2OPS at a distorted geometry, from OMol25.

The geometry in ORCA input format:
```
! wB97M-V def2-TZVPD RIJCOSX def2/J DEFGRID3
* xyz 0 1
S -2.871 -0.806 -0.201
O 0.127 -0.805 -0.447
F -1.051 1.343 -1.310
H 1.123 0.700 0.403
C 1.307 -0.286 0.165
H 2.080 -0.545 -0.579
P -1.213 0.089 -0.204
H 1.340 -0.750 1.142
F -0.842 1.059 1.031
*
```

Output
SMILES = COP(F)(F)=S
Relative energy (zero: lowest compared OMol25 entry of this formula, charge and spin) = 0.0 kcal per mole
HOMO level = -0.37741 Eh
E_tot = -28694.6155 eV
HOMO-LUMO gap = 10.911 eV

Calculated atomic charges, method Mulliken, unit e: -0.2917 -0.2606 -0.2662 0.3640 -0.5972 0.2206 0.7977 0.2712 -0.2378

Entry 2:
The following is a quantum chemistry calculation of an isolated molecule of C5H7N5 at a distorted geometry, from OMol25.

The geometry in ORCA input format:
```
! wB97M-V def2-TZVPD RIJCOSX def2/J DEFGRID3
* xyz 0 1
N 1.233 -1.577 0.019
H -1.305 1.615 0.062
C 0.393 -0.536 0.049
H -3.020 1.412 -0.215
N -0.880 -1.040 0.130
N 2.538 -1.428 -0.068
C 2.253 0.916 -0.008
H 2.691 1.894 0.096
C 3.036 -0.209 -0.090
N -2.104 0.997 -0.116
H -3.983 -0.675 -0.135
H 0.285 1.613 0.409
H 4.099 -0.171 -0.176
N -3.090 -1.167 -0.038
C 0.900 0.778 0.079
C -2.096 -0.374 0.021
H -0.949 -2.050 -0.018
*
```

Output
SMILES = [H]/N=C(\N)Nc1cccnn1
Relative energy (zero: lowest compared OMol25 entry of this formula, charge and spin) = 19.3 kcal per mole
HOMO level = -0.31822 Eh
E_tot = -12747.9382 eV
HOMO-LUMO gap = 9.075 eV

Calculated atomic charges, method Mulliken, unit e: -0.2429 0.0702 0.8951 0.1836 -0.1479 -0.6110 -0.4153 0.3666 -0.3059 -0.2711 0.1898 0.2823 0.4394 -0.7011 -0.5044 0.4583 0.3143

Entry 3:
The following is a quantum chemistry calculation of an isolated molecule of C24H34N4O3, from OMol25.

The geometry in ORCA input format:
```
! wB97M-V def2-TZVPD RIJCOSX def2/J DEFGRID3
* xyz 0 1
H -3.870 0.816 -4.651
H -5.975 1.682 -3.632
N 3.885 -0.559 1.635
H 0.011 -0.347 -0.358
C 5.167 -1.050 1.174
H 4.609 -0.473 3.634
C -3.055 -0.358 0.685
H 4.269 -3.341 -0.104
C 2.689 -1.882 -0.003
C -4.278 0.361 -3.746
N -2.056 -0.769 -0.173
H -2.857 1.825 3.290
H 3.115 -2.499 2.030
H -1.475 0.310 -5.030
H 5.922 -0.282 1.351
C -1.965 0.704 -2.955
C 3.552 2.272 1.778
H -6.213 -0.379 1.794
H -5.576 0.879 -2.109
C 4.373 1.528 2.834
C -5.159 1.353 -2.994
C -5.165 -0.128 1.723
H 1.792 2.447 2.960
H 1.922 -1.183 1.884
C 3.935 0.061 2.941
C -3.287 1.129 2.588
H 6.062 -1.729 -0.665
H -2.515 -2.667 -0.899
N 2.142 2.180 2.046
C -4.619 0.778 2.634
H 4.856 -0.444 -0.855
H -1.267 -1.772 -1.800
H 3.707 1.811 0.800
H -0.114 0.849 -4.042
N -3.175 -0.093 -2.913
H 1.895 -2.620 -0.134
C -1.008 0.233 -4.051
H -5.259 1.209 3.390
C 4.002 -2.394 -0.582
H 3.902 -2.574 -1.654
O -0.308 2.113 2.949
C -4.397 -0.711 0.736
O -4.338 -1.932 -2.342
C -1.100 0.683 1.250
H 3.858 3.323 1.740
C -2.219 -1.680 -1.273
H -4.867 -0.516 -4.023
H 2.932 0.030 3.373
H 5.470 -1.960 1.729
H -1.458 0.694 -1.992
H -4.588 2.225 -2.682
C 2.862 -1.571 1.481
C -2.491 0.554 1.603
O 1.473 1.302 0.062
C -3.340 -1.243 -2.236
H 5.425 1.593 2.558
C -0.124 1.516 1.895
C -0.905 -0.155 0.167
C 1.247 1.638 1.212
H -0.718 -0.803 -3.895
H 4.250 2.004 3.809
H 2.406 -0.956 -0.507
H -4.824 -1.409 0.034
H -2.260 1.738 -3.153
C 5.094 -1.363 -0.318
*
```

Output
SMILES = CCN(CC)C(=O)Cn1cc(C(=O)C(=O)NCCCN2CCCCC2)c2ccccc21
Relative energy (zero: lowest compared OMol25 entry of this formula, charge and spin) = 3.0 kcal per mole
HOMO level = -0.30363 Eh
E_tot = -37544.3801 eV
HOMO-LUMO gap = 8.403 eV

Calculated atomic charges, method Mulliken, unit e: 0.3621 0.4066 0.7440 1.0188 -0.8297 0.3635 0.0625 0.3865 -0.1892 -0.7894 0.4445 0.5400 0.4176 0.3722 0.3701 -0.2166 -0.6857 0.4151 0.2602 -0.8430 -1.0639 -0.7512 0.2847 0.4576 -1.0097 -0.1847 0.3853 0.3109 -0.0622 -0.7185 0.2885 0.3174 0.2650 0.4157 0.3461 0.3725 -1.2405 0.4077 -1.0153 0.3800 -0.7480 -0.7445 -0.6829 0.0874 0.3780 -0.8176 0.4328 0.4691 0.3478 -0.0753 0.2956 -1.1395 -0.3395 -0.6894 0.6887 0.3398 0.9330 -0.5264 0.0930 0.2585 0.4525 0.0615 0.4936 0.3632 -0.7267

Entry 4:
The following is a quantum chemistry calculation of a cluster of 2 separate species, C2H3N3 in total at a distorted geometry, from OMol25.

The geometry in ORCA input format:
```
! wB97M-V def2-TZVPD RIJCOSX def2/J DEFGRID3
* xyz 0 1
H 0.004 2.065 0.188
H 2.490 -0.072 -0.239
C 1.591 0.468 -0.102
H -2.502 -0.423 0.018
N 0.127 -1.819 -0.115
N -0.845 -1.248 0.005
C 0.685 1.273 0.049
N -1.548 -0.243 0.195
*
```

Output
Relative energy (zero: lowest compared OMol25 entry of this formula, charge and spin) = 95.3 kcal per mole
HOMO level = -0.37002 Eh
E_tot = -6588.4446 eV
HOMO-LUMO gap = 10.918 eV

Calculated atomic charges, method Mulliken, unit e: 0.3935 0.3853 -0.4784 0.2102 -0.3227 0.6512 -0.2785 -0.5606

Entry 5:
The following is a quantum chemistry calculation of an isolated molecule of C3H3NO3 at a distorted geometry, from OMol25.

The geometry in ORCA input format:
```
! wB97M-V def2-TZVPD RIJCOSX def2/J DEFGRID3
* xyz 0 1
C -0.110 -0.436 -1.501
H -0.594 -0.963 -2.325
C -0.827 0.122 -0.353
N 0.248 0.503 0.613
H -0.355 0.701 2.590
C 1.105 -0.381 -1.167
O 1.431 0.153 0.058
H 1.866 -1.014 -1.689
O -1.923 0.249 -0.001
O 0.035 -0.162 1.851
*
```

Output
SMILES = O=c1ccon1O
Relative energy (zero: lowest compared OMol25 entry of this formula, charge and spin) = 128.9 kcal per mole
HOMO level = -0.34726 Eh
E_tot = -10787.1105 eV
HOMO-LUMO gap = 9.790 eV

Calculated atomic charges, method Mulliken, unit e: -0.3550 0.3606 0.5060 0.2374 0.4033 -0.2084 -0.3054 0.3361 -0.4912 -0.4835

Entry 6:
The following is a quantum chemistry calculation of a cluster of 2 separate species, Cl2H3PSi in total at a distorted geometry, from OMol25.

The geometry in ORCA input format:
```
! wB97M-V def2-TZVPD RIJCOSX def2/J DEFGRID3
* xyz 0 1
H 2.575 0.899 0.217
H 1.828 -0.574 -0.998
P 2.861 -0.415 -0.030
H 2.018 -0.712 1.106
Cl -3.238 1.869 0.500
Cl -2.692 -1.382 0.046
Si -3.351 0.315 -0.842
*
```

Output
Relative energy (zero: lowest compared OMol25 entry of this formula, charge and spin) = 39.6 kcal per mole
HOMO level = -0.34947 Eh
E_tot = -42260.7069 eV
HOMO-LUMO gap = 8.759 eV

Calculated atomic charges, method Mulliken, unit e: 0.0358 0.0379 -0.1158 0.0453 -0.1716 -0.1470 0.3155